1.
The following is a quantum chemistry calculation of a molecular structure, C35H22BaN6P2S2Se3, from the Open Molecules 2025 dataset.

Each line ends with the natural charge from an NBO analysis.
Cartesian coordinates (Å):
Ba1 0.314 -0.803 0.754  1.74
Se1 0.060 2.694 0.555  -0.52
Se2 7.585 1.694 1.218  -0.53
Se3 0.239 -1.783 3.892  -0.48
S1 -2.353 -0.480 -0.480  -0.55
S2 -0.471 -3.317 -0.634  -0.56
P1 2.078 3.002 1.135  1.26
P2 6.154 2.470 -0.126  1.24
N1 -3.564 -5.530 -5.399  -0.38
N2 3.440 -0.132 -0.480  -0.11
N3 -5.835 -2.098 -5.209  -0.38
N4 2.574 0.729 0.015  -0.39
N5 4.633 0.404 -0.546  -0.27
N6 -0.292 0.087 6.157  -0.53
C1 6.598 2.302 -1.882  -0.28
C2 2.790 7.459 0.394  -0.21
C3 1.553 2.495 5.145  -0.21
C4 -2.570 -1.750 -1.655  -0.15
C5 2.756 5.199 -0.421  -0.21
C6 2.821 2.136 5.578  -0.19
C7 3.871 2.052 4.675  -0.20
C8 7.277 2.118 -4.567  -0.21
C9 7.902 2.002 -2.247  -0.22
C10 3.654 2.318 3.331  -0.20
C11 2.521 4.736 0.870  -0.29
C12 6.544 6.515 -0.589  -0.24
C13 -1.783 -2.937 -1.720  -0.16
C14 3.213 1.887 0.290  -0.32
C15 4.547 1.673 -0.079  -0.33
C16 -3.602 -1.590 -2.588  -0.18
C17 6.033 4.267 0.120  -0.32
C18 2.904 6.555 -0.656  -0.20
C19 -3.116 -3.702 -3.630  -0.20
C20 5.968 2.409 -4.201  -0.22
C21 8.241 1.911 -3.592  -0.21
C22 1.331 2.762 3.803  -0.13
C23 -3.890 -2.532 -3.565  -0.18
C24 5.807 6.107 1.658  -0.20
C25 2.551 7.002 1.680  -0.22
C26 -0.099 -0.619 5.258  0.07
C27 -4.964 -2.296 -4.483  0.31
C28 2.381 2.676 2.893  -0.44
C29 -2.089 -3.877 -2.713  -0.17
C30 6.447 5.157 -0.866  -0.15
C31 6.228 6.990 0.672  -0.20
C32 5.628 2.496 -2.862  -0.20
C33 5.718 4.754 1.387  -0.21
C34 -3.370 -4.709 -4.614  0.31
C35 2.423 5.642 1.922  -0.21
H1 2.812 4.494 -1.243  0.23
H2 2.896 8.520 0.205  0.21
H3 9.257 1.667 -3.875  0.21
H4 5.430 4.069 2.174  0.23
H5 4.601 2.689 -2.575  0.23
H6 6.303 8.049 0.891  0.21
H7 3.102 6.909 -1.659  0.21
H8 0.337 3.002 3.446  0.23
H9 -4.197 -0.688 -2.535  0.22
H10 5.208 2.548 -4.959  0.21
H11 4.467 2.191 2.626  0.23
H12 4.855 1.744 5.004  0.21
H13 6.709 4.796 -1.851  0.21
H14 7.540 2.037 -5.614  0.21
H15 2.463 7.703 2.500  0.21
H16 6.874 7.197 -1.363  0.21
H17 0.729 2.500 5.843  0.24
H18 5.549 6.474 2.643  0.21
H19 2.232 5.284 2.925  0.23
H20 2.973 1.878 6.618  0.21
H21 -1.491 -4.777 -2.759  0.22
H22 8.637 1.830 -1.471  0.24

For the HOMO energy, the calculation gives -0.08550 Ha. The net charge is -2. As for the molar mass: 1026.9 g mol⁻¹. For the energy above the lowest of the compared OMol25 structures with the same formula, charge and spin, the calculation gives 4.5 kcal per mole.

2.
The following is a quantum chemistry calculation of a molecular structure, C35H22Br2IrN4O9P, from the Open Molecules 2025 dataset.

Each line ends with the Löwdin charge.
Cartesian coordinates (Å):
Ir1 -0.795 0.117 -0.367  1.25
Br1 0.784 5.081 -1.740  0.91
Br2 5.907 2.812 -1.816  0.90
P1 -0.410 -0.142 1.897  0.95
O1 0.058 2.218 -0.975  -0.07
O2 -4.408 1.010 -5.466  0.13
O3 -0.635 -1.869 -1.209  -0.20
O4 0.819 -2.775 -2.633  0.08
O5 -2.069 0.169 -2.473  -0.01
O6 -3.230 2.102 -0.937  -0.01
O7 -3.094 2.056 -4.108  0.12
O8 -0.502 -3.512 -7.154  0.12
O9 -1.883 -2.175 -8.142  0.11
N1 1.545 0.024 -0.817  0.04
N2 -3.421 1.096 -4.774  -0.33
N3 -2.472 1.587 0.090  -0.14
N4 -1.254 -2.565 -7.183  -0.34
C1 3.273 -1.478 3.123  -0.06
C2 4.070 2.588 -1.586  -0.59
C3 3.671 -1.042 -0.749  0.01
C4 -1.023 -2.826 1.835  -0.11
C5 -0.755 -2.235 -4.791  0.09
C6 -2.708 2.206 1.179  -0.06
C7 3.507 0.792 2.365  -0.07
C8 -1.221 -1.634 2.536  -0.35
C9 3.542 1.294 -1.259  -0.18
C10 -0.933 -1.575 -3.595  0.03
C11 -1.840 -0.442 -3.528  -0.23
C12 -2.560 3.025 3.420  -0.02
C13 -2.522 -0.070 -4.764  -0.01
C14 4.307 0.131 -1.069  0.00
C15 -2.358 -0.750 -5.921  0.11
C16 -2.056 3.123 4.705  -0.05
C17 3.250 3.694 -1.737  -0.15
C18 -0.173 -2.111 -2.388  -0.59
C19 -2.596 -2.817 4.122  -0.06
C20 -1.457 -1.831 -5.914  -0.05
C21 -1.594 -4.004 2.289  -0.06
C22 -1.037 2.275 5.104  -0.05
C23 -2.383 -4.000 3.431  -0.06
C24 2.157 1.180 -1.103  -0.16
C25 1.273 2.339 -1.210  -0.38
C26 -0.549 1.331 4.214  -0.08
C27 2.278 -1.061 -0.634  -0.09
C28 -2.075 2.086 2.503  -0.18
C29 -2.014 -1.636 3.682  -0.07
C30 1.334 -0.259 2.381  -0.37
C31 2.146 0.848 2.120  -0.11
C32 1.905 -1.424 2.880  -0.07
C33 -1.054 1.212 2.921  -0.30
C34 1.882 3.595 -1.560  -0.58
C35 4.073 -0.376 2.866  -0.07
H1 -0.444 -2.830 0.920  0.08
H2 4.226 -1.955 -0.594  0.13
H3 -0.625 2.340 6.102  0.12
H4 -3.217 -2.808 5.008  0.11
H5 5.382 0.168 -1.172  0.09
H6 1.703 1.761 1.733  0.11
H7 4.127 1.658 2.174  0.11
H8 3.710 -2.384 3.521  0.11
H9 -2.189 -0.723 4.234  0.10
H10 -0.070 -3.069 -4.839  0.14
H11 1.743 -1.974 -0.413  0.11
H12 -2.887 -0.480 -6.823  0.15
H13 -2.836 -4.919 3.779  0.11
H14 1.287 -2.289 3.086  0.11
H15 -2.455 3.863 5.384  0.12
H16 -2.973 1.602 -1.730  0.04
H17 -1.432 -4.922 1.740  0.11
H18 -3.346 3.700 3.109  0.12
H19 -3.465 2.984 1.110  0.14
H20 3.686 4.651 -1.990  0.11
H21 0.240 0.662 4.534  0.12
H22 5.136 -0.421 3.062  0.11

The spin multiplicity is 6. For the HOMO energy (spin up / spin down), the calculation gives -0.35757 / -0.43136 Ha. The net charge is +1. As for the molar mass: 1025.6 g mol⁻¹. For the energy above the lowest of the compared OMol25 structures with the same formula, charge and spin, the calculation gives 0.0 kcal per mole.

3.
The following is a quantum chemistry calculation of a molecular structure, C35H23AsCl2N3O11S2Tl in a non-equilibrium geometry, from the Open Molecules 2025 dataset.

Each line ends with the Löwdin charge.
Cartesian coordinates (Å):
Tl1 -2.070 19.213 7.428  1.12
As1 -3.720 19.790 10.505  0.89
Cl1 3.109 14.192 10.804  0.57
Cl2 1.472 19.282 11.255  0.74
S1 2.132 24.779 11.632  1.01
S2 -4.032 22.184 7.776  0.42
O1 -4.451 23.368 7.105  -0.31
O2 0.680 26.669 10.579  0.02
O3 -2.803 20.467 11.640  -0.45
O4 -2.306 15.823 4.322  0.06
O5 -0.357 18.618 9.138  -0.08
O6 -0.586 17.798 2.975  0.03
O7 -3.112 18.855 9.213  -0.50
O8 -1.615 16.743 7.514  -0.04
O9 -2.794 22.303 8.515  -0.32
O10 -4.612 18.479 11.268  -0.27
O11 -3.955 20.994 6.893  -0.40
N1 -0.223 20.522 5.208  0.02
N2 -1.753 18.048 4.952  0.11
N3 -4.034 18.025 6.470  0.07
C1 -5.278 20.819 9.966  -0.22
C2 1.359 26.335 11.515  -0.79
C3 -0.541 20.416 6.635  -0.13
C4 2.141 16.767 10.963  -0.14
C5 -6.543 22.434 8.671  -0.06
C6 -7.627 22.295 9.529  -0.08
C7 0.223 21.978 9.464  -0.03
C8 -6.359 20.702 10.838  -0.10
C9 1.726 27.262 12.686  -0.09
C10 2.481 20.228 4.571  -0.09
C11 1.526 23.805 10.281  -0.52
C12 0.237 16.334 8.961  -0.13
C13 0.683 22.725 10.546  -0.08
C14 -5.205 18.310 6.937  -0.13
C15 0.736 21.629 5.575  -0.21
C16 2.176 21.278 5.333  -0.05
C17 -4.981 16.457 5.010  -0.01
C18 -6.361 17.720 6.461  -0.05
C19 -0.736 16.010 7.978  -0.17
C20 -5.344 21.741 8.914  -0.24
C21 -6.220 16.763 5.489  -0.09
C22 0.311 17.650 9.481  -0.42
C23 1.943 24.138 8.975  -0.09
C24 0.213 19.386 4.439  -0.15
C25 -7.520 21.420 10.622  -0.09
C26 1.482 19.304 4.015  -0.03
C27 0.587 22.279 8.165  -0.15
C28 1.135 15.317 9.336  -0.10
C29 2.042 15.511 10.311  -0.67
C30 1.487 23.342 7.953  -0.03
C31 1.281 17.727 10.553  -0.57
C32 -3.865 17.108 5.531  -0.15
C33 0.221 21.480 7.012  -0.13
C34 -0.755 18.299 4.090  -0.47
C35 -2.474 16.888 4.870  -0.47
H1 -8.515 22.791 9.285  0.08
H2 3.502 20.070 4.357  0.07
H3 -6.321 20.025 11.688  0.10
H4 2.566 24.993 8.779  0.10
H5 1.716 18.569 3.220  0.11
H6 -0.724 14.964 7.645  0.13
H7 1.081 27.038 13.523  0.07
H8 2.978 16.931 11.625  0.10
H9 -7.331 18.018 6.854  0.11
H10 -0.438 21.141 9.613  0.09
H11 1.582 28.297 12.348  0.08
H12 -8.383 21.314 11.256  0.09
H13 2.940 21.981 5.710  0.10
H14 -4.754 15.647 4.289  0.12
H15 2.748 27.111 13.093  0.07
H16 0.438 22.595 5.112  0.16
H17 -7.092 16.219 5.145  0.10
H18 -3.972 17.772 11.481  0.05
H19 1.022 14.345 8.888  0.10
H20 -5.230 19.104 7.662  0.09
H21 0.427 22.505 11.582  0.11
H22 -6.581 23.117 7.859  0.09
H23 1.802 23.538 6.910  0.11

For the HOMO energy, the calculation gives -0.10041 Ha. The net charge is -2. As for the molar mass: 1075.9 g mol⁻¹. For the energy above the lowest of the compared OMol25 structures with the same formula, charge and spin, the calculation gives 38.6 kcal per mole.

Question: The highest molar mass belongs to which entry?
Answer: C35H23AsCl2N3O11S2Tl

Question: Which of these has the lowest molar mass?
Answer: C35H22Br2IrN4O9P

Question: The highest net charge belongs to which entry?
Answer: C35H22Br2IrN4O9P

Question: Which formula does entry 2 have?
Answer: C35H22Br2IrN4O9P